# 1
ORCA calculation (ωB97M-V with the def2-TZVPD basis set) on a structure of composition C36H26Cl6N7O4PbS2.

Each line ends with the Mulliken charge.
Geometry (Å):
Pb  -0.16780  0.14473  0.03841  2.15
Cl  -0.66575  -0.21193  7.61229  -0.21
C  -0.33093  0.05664  5.93270  -0.03
C  0.64831  0.99171  5.55981  -0.51
C  0.92869  1.21677  4.23863  -0.98
C  0.24003  0.53324  3.21173  0.11
O  0.50752  0.84426  1.98068  -0.04
C  -0.73009  -0.42513  3.59507  0.89
C  -1.39027  -1.30872  2.69546  0.01
N  -1.29025  -1.39504  1.40740  0.68
C  -1.80387  -2.52567  0.72903  0.42
C  -2.49382  -3.56136  1.31116  -0.87
C  -2.96653  -4.65178  0.55952  -1.04
C  -2.74198  -4.72040  -0.78361  -0.90
C  -2.02162  -3.68848  -1.42183  1.10
C  -1.77458  -3.69765  -2.81593  -0.75
C  -1.08004  -2.67909  -3.39268  -1.32
C  -0.61640  -1.63695  -2.57505  -0.11
N  -0.84528  -1.59908  -1.28163  0.56
C  -1.54383  -2.59909  -0.66772  -0.24
C  -0.99914  -0.63914  4.97046  -1.22
H  1.17778  1.53695  6.32996  0.45
H  1.67031  1.94734  3.94435  0.48
H  -2.01220  -2.04197  3.20505  0.00
H  -2.70035  -3.56468  2.37094  0.49
H  -3.51520  -5.43550  1.06323  0.44
H  -3.11001  -5.54956  -1.37310  0.45
H  -2.15511  -4.52038  -3.40834  0.46
H  -0.88365  -2.63662  -4.45361  0.54
H  -0.05963  -0.81323  -2.99606  0.42
H  -1.74060  -1.37463  5.25765  0.49
N  1.42123  -1.86030  0.60043  -0.68
C  2.44327  -2.38986  0.72926  0.18
N  3.60158  -2.98506  0.86507  0.02
C  4.29565  -2.95190  2.16464  -0.56
C  4.14081  -4.29979  2.84794  -0.55
O  4.58144  -5.34079  1.99822  -0.38
C  3.80728  -5.41293  0.81710  -0.51
C  3.94772  -4.13367  0.01057  -0.57
H  3.87962  -2.14745  2.76958  0.43
H  5.34904  -2.74429  1.97053  0.30
H  3.08977  -4.45844  3.12561  0.29
H  4.75013  -4.34347  3.74896  0.38
H  2.75129  -5.58291  1.06856  0.28
H  4.17268  -6.26565  0.24743  0.38
H  3.30090  -4.13288  -0.86519  0.40
H  4.98143  -4.00294  -0.31316  0.31
N  -1.87446  7.33254  -2.81523  -0.46
C  -1.46914  6.05288  -3.05019  1.08
C  -0.13646  5.77454  -3.38676  -0.88
C  0.26831  4.47950  -3.62942  -0.46
C  -0.64675  3.43609  -3.53302  -0.26
C  -1.97517  3.69660  -3.21062  -0.20
C  -2.38395  4.99182  -2.97533  -0.80
S  -0.12544  1.79040  -3.77269  1.00
O  -1.27083  0.99162  -4.11104  -0.73
O  1.03858  1.78302  -4.62083  -0.75
N  0.32531  1.27101  -2.28541  -0.19
C  1.58223  1.29606  -1.88073  0.54
S  3.05824  1.81983  -2.60156  -0.05
C  3.93002  1.33422  -1.16711  -0.56
C  3.10878  0.79403  -0.25634  -1.27
N  1.79073  0.78444  -0.65923  0.55
H  -1.22386  8.09417  -2.84533  0.18
H  -2.81768  7.52978  -2.53928  0.19
H  0.57408  6.58731  -3.47099  0.34
H  1.29199  4.27521  -3.91420  0.50
H  -2.68497  2.88004  -3.16434  0.56
H  -3.42128  5.19928  -2.73916  0.38
H  4.99400  1.48071  -1.09500  0.48
H  3.36935  0.43412  0.72570  0.59
Cl  0.35826  3.47537  0.31228  -0.13
C  -1.31353  3.06717  0.20602  0.55
C  -1.70799  1.74516  0.03096  -1.29
C  -3.05602  1.47746  -0.15665  0.81
Cl  -3.59104  -0.14123  -0.44923  -0.18
C  -4.01062  2.49388  -0.13687  -0.09
Cl  -5.66951  2.14003  -0.38413  -0.18
C  -3.60089  3.80651  0.08361  0.39
Cl  -4.75938  5.06901  0.11030  -0.13
C  -2.25002  4.09684  0.25566  -0.02
Cl  -1.74844  5.71739  0.49661  -0.12

Atoms 1-3, force components in eV/Å:
-0.604 0.443 0.438
0.009 0.009 -0.025
-0.008 -0.006 0.008

The energy relative to the best compared isomer or geometry (same formula, charge and spin) is 0.070 eV. The HOMO energy is -10.012 eV. As for the HOMO-LUMO gap: 0.23873 Eh. The LUMO energy comes out at -3.5 eV. As for the net charge: +1.



# 2
ORCA calculation (ωB97M-V with the def2-TZVPD basis set) on a cluster of 2 separate species, C36H26O3 in total.

Each line ends with the natural charge from an NBO analysis.
Geometry (Å):
C  -4.54410  -0.22442  -1.41156  -0.20
C  -3.58511  0.08644  -0.43589  -0.25
C  -2.35938  -0.57641  -0.42853  -0.20
C  -2.10744  -1.61992  -1.34240  0.02
C  -0.92270  -2.47385  -1.18308  -0.46
C  0.37643  -1.81241  -1.28754  0.50
C  1.66334  -2.60255  -1.21894  0.03
C  1.94672  -3.61667  -2.13280  -0.19
C  3.17316  -4.28428  -2.07784  -0.21
C  4.11851  -3.91337  -1.10967  -0.24
C  3.84775  -2.86373  -0.21887  -0.22
C  2.62223  -2.19691  -0.29344  -0.25
O  0.46564  -0.59127  -1.47781  -0.71
C  -1.03248  -3.86836  -0.79879  0.56
C  -2.38722  -4.56365  -0.71733  -0.05
C  -3.58865  -3.94701  -0.34783  -0.20
C  -4.81307  -4.61568  -0.43058  -0.24
C  -4.83214  -5.98354  -0.71294  -0.22
C  -3.61770  -6.66057  -0.91158  -0.24
C  -2.41169  -5.95643  -0.90413  -0.20
O  -0.05575  -4.56350  -0.47870  -0.69
C  -3.04119  -1.85793  -2.37148  -0.21
C  -4.25521  -1.17459  -2.40291  -0.24
H  -5.51067  0.28669  -1.41094  0.19
H  -3.77925  0.85076  0.32144  0.20
H  -1.58081  -0.35278  0.30361  0.21
H  1.19726  -3.87472  -2.88116  0.22
H  3.37188  -5.09246  -2.78716  0.21
H  5.07038  -4.44429  -1.04938  0.20
H  4.57224  -2.55469  0.53888  0.20
H  2.36727  -1.37231  0.37481  0.19
H  -3.58221  -2.91110  -0.01397  0.22
H  -5.73603  -4.05068  -0.27156  0.21
H  -5.78158  -6.52096  -0.76272  0.20
H  -3.59451  -7.73844  -1.08357  0.20
H  -1.46786  -6.48566  -1.04310  0.23
H  -2.78450  -2.62020  -3.10980  0.22
H  -4.98273  -1.40304  -3.18787  0.21
C  0.12060  6.44220  5.32120  -0.15
C  0.40689  5.07951  5.49731  -0.21
C  0.91991  4.33571  4.43439  -0.16
C  1.16333  4.92295  3.16515  -0.08
C  1.67818  4.13941  2.06397  0.46
O  1.89216  4.86074  0.92852  -0.40
C  2.36097  4.24751  -0.21923  0.42
C  2.62344  2.86039  -0.22506  -0.18
C  3.08625  2.28516  -1.44017  -0.10
C  3.26306  3.07870  -2.56413  -0.21
C  2.98292  4.46043  -2.51976  -0.12
C  2.53089  5.05462  -1.34567  -0.29
C  2.39711  2.14061  0.95971  0.04
C  1.93864  2.77778  2.10010  -0.31
C  0.86879  6.29720  3.01449  -0.16
C  0.35601  7.03949  4.07186  -0.21
H  -0.28147  7.03001  6.14897  0.23
H  0.22915  4.59488  6.46324  0.24
H  1.14300  3.27834  4.56463  0.22
H  3.26881  1.20719  -1.43497  0.26
H  3.61960  2.62713  -3.49289  0.25
H  3.12326  5.06574  -3.41837  0.24
H  2.30767  6.12099  -1.28940  0.24
H  2.61799  1.07826  0.96825  0.26
H  1.76685  2.25187  3.03148  0.25
H  1.03772  6.79078  2.06143  0.23
H  0.13943  8.09690  3.91211  0.23

Atoms 1-3, force components in eV/Å:
0.040 -0.072 -0.105
0.151 -0.032 -0.244
-0.200 -0.421 -0.326

The HOMO energy is -5.713 eV. As for the HOMO-LUMO gap: 0.09167 Eh. The LUMO energy comes out at -3.2 eV.



# 3
ORCA calculation (ωB97M-V with the def2-TZVPD basis set) on a structure of composition C36H27AsN2O4RbS.

Each line ends with the Mulliken charge.
Geometry (Å):
Rb  1.08667  -0.87195  -1.78276  0.72
O  5.37706  0.27394  1.08803  -0.47
C  4.36626  0.11900  0.21171  0.25
O  3.61611  -0.83724  0.14926  -0.50
C  4.21568  1.36953  -0.70252  0.46
C  5.19131  2.41915  -0.66410  -0.86
C  4.99590  3.46785  -1.50644  -0.47
C  3.81601  3.54763  -2.25893  -0.97
C  2.87115  2.52256  -2.18466  1.76
N  3.12716  1.43477  -1.46972  0.05
C  1.60936  2.66155  -2.87333  -0.68
O  1.50041  3.63279  -3.65692  -0.61
O  0.62966  1.80320  -2.65868  -0.07
H  5.42454  -0.45244  1.72577  0.37
H  6.06810  2.30677  -0.01625  0.33
H  5.72187  4.31127  -1.53667  0.31
H  3.78068  4.46405  -2.89438  -0.07
H  2.13891  4.37501  -3.51388  0.28
S  -0.05257  -3.66034  -0.47054  -0.47
C  0.37428  -4.14273  1.12063  0.30
C  0.71481  -5.48112  1.43272  -0.71
C  0.90360  -5.87293  2.75871  -0.43
C  0.78886  -4.94276  3.79386  -0.74
C  0.48884  -3.61800  3.50480  -0.21
C  0.29825  -3.20880  2.20037  -0.15
As  0.21797  -1.33379  1.71084  0.59
C  0.28461  -0.41551  3.49472  -0.46
C  -0.75909  -0.34156  4.42488  0.10
C  -0.52480  0.08242  5.72521  -0.50
C  0.73284  0.57263  6.08522  -0.46
C  1.78725  0.51099  5.16280  -0.41
C  1.53976  0.06478  3.87016  -0.54
C  -1.68538  -0.94429  1.42176  0.40
C  -2.55556  -1.95161  1.03463  -0.28
C  -3.84190  -1.62764  0.67579  -0.73
C  -4.25656  -0.30244  0.61090  -0.48
C  -3.40147  0.71068  1.03715  -0.61
C  -2.13551  0.37468  1.50453  -0.20
H  0.81414  -6.17329  0.64404  0.43
H  1.21100  -6.88082  2.97328  0.35
H  0.96593  -5.24465  4.81996  0.36
H  0.44244  -2.89170  4.29968  0.33
H  -1.76242  -0.66141  4.17682  0.37
H  -1.30631  0.05129  6.46470  0.40
H  0.93346  0.81126  7.13641  0.29
H  2.80820  0.81590  5.41816  0.36
H  2.33650  0.04745  3.13303  0.39
H  -2.19077  -2.95890  1.07904  0.37
H  -4.51322  -2.42770  0.35742  0.35
H  -5.23279  -0.05479  0.22411  0.38
H  -3.66124  1.79032  0.99403  0.31
H  -1.46299  1.15937  1.87785  0.35
C  -2.03488  -1.82208  -5.44549  -0.65
C  -2.90386  -0.78537  -5.72351  -0.50
C  -2.72725  0.42063  -5.04491  -0.67
C  -1.78395  0.54855  -4.01956  0.12
N  -0.95639  -0.50184  -3.72500  0.37
C  -1.09153  -1.63692  -4.43859  -0.23
C  -1.79920  1.73542  -3.16146  0.57
C  -3.08142  2.23156  -2.88638  -0.84
C  -3.30986  3.25879  -1.97487  -0.79
C  -2.23114  3.80269  -1.29461  -0.63
C  -0.93338  3.31515  -1.55411  0.08
C  -0.69953  2.32874  -2.49815  -0.02
H  -2.09698  -2.79147  -5.93592  0.35
H  -3.66146  -0.87213  -6.46208  0.44
H  -3.29603  1.28866  -5.30186  0.53
H  -0.49726  -2.50235  -4.10735  0.31
H  -3.93347  1.78272  -3.37299  0.46
H  -4.34180  3.57132  -1.74460  0.34
H  -2.37141  4.52784  -0.48304  0.37
H  -0.08622  3.69768  -0.97873  0.49

Atoms 1-3, force components in eV/Å:
0.569 0.072 0.511
0.080 -0.061 0.145
-1.405 0.586 -1.399

The energy relative to the best compared isomer or geometry (same formula, charge and spin) is 0.000 eV. The HOMO energy (alpha / beta) is -1.787 / -1.786 eV. As for the HOMO-LUMO gap (alpha / beta): 0.14246 / 0.14243 Eh. The LUMO energy (alpha / beta) comes out at 2.1 / 2.1 eV. As for the net charge: -1.